Here is a molecular structure, C15H31FP2Pb from the Open Molecules 2025 dataset. Energies are from ωB97M-V with the def2-TZVPD basis set.

Structure (XYZ):
```
50
Properties=species:S:1:pos:R:3:forces:R:3
P 0.368011 -1.928413 2.045734 -0.98 0.14 -2.68
P 0.238070 2.207563 2.049987 -1.16 -0.42 -1.25
C -0.088609 -0.521677 0.896516 -0.02 1.14 1.55
C 0.715776 0.800987 0.931823 0.58 -0.57 0.14
H -1.186315 -0.388933 0.884684 0.27 -0.02 -0.16
H 0.148930 -0.991986 -0.058466 0.04 -0.26 -0.45
H 1.779461 0.562989 1.141188 -0.42 0.23 -0.22
H 0.645950 1.205651 -0.091895 0.12 -0.09 0.27
C -1.426275 2.652218 1.379979 -0.15 0.12 0.33
H -1.717912 3.611646 1.841989 0.00 -0.36 -0.21
H -2.214202 1.914087 1.619574 0.30 0.34 -0.15
H -1.384356 2.767200 0.289811 0.07 0.10 0.51
C 1.213469 3.650921 1.448749 0.37 -0.12 0.70
H 0.918494 3.971588 0.438089 -0.08 -0.35 0.29
H 2.281402 3.389745 1.471288 -0.29 0.23 0.00
H 1.027573 4.480886 2.152108 0.18 -0.29 -0.30
C -0.798520 -3.218144 1.481378 -0.10 0.01 0.55
H -0.622719 -4.129205 2.070658 -0.17 0.15 -0.24
H -0.599423 -3.422629 0.409279 -0.02 0.17 0.56
H -1.830853 -2.867348 1.617197 0.18 -0.18 -0.04
C 1.947560 -2.506859 1.408588 0.82 0.15 0.88
H 2.641644 -1.662611 1.397609 0.10 -0.21 -0.06
H 1.827774 -2.919572 0.397419 -0.21 0.13 0.30
H 2.347006 -3.279070 2.078522 0.03 0.10 -0.24
Pb -1.451791 0.004544 3.486523 -0.93 0.70 0.33
C 0.465493 1.695360 -2.210610 -0.57 0.65 -0.01
C -0.868849 1.700709 -2.048092 0.84 0.43 -0.54
C -1.823350 0.926762 -2.889582 -0.48 -0.31 -0.06
C -1.447009 -0.550337 -3.182977 -0.49 0.10 -0.11
C -0.646997 -1.268387 -2.137592 0.43 -0.50 -0.09
C 0.698840 -1.332453 -2.129161 -0.76 -0.32 -0.07
C 1.595729 -0.536830 -3.014073 0.37 0.31 -0.32
C 1.206092 0.951740 -3.282775 0.52 -0.21 -0.24
C -0.031388 -1.495774 4.728131 0.75 -2.21 0.39
H 1.068104 2.436369 -1.662768 -0.29 -0.34 -0.05
H -1.338457 2.435720 -1.395937 0.26 -0.19 -0.13
H -1.934442 1.428318 -3.865257 -0.08 -0.01 0.32
H -2.810470 0.957520 -2.407536 0.21 -0.01 -0.19
H -2.400886 -1.100043 -3.258503 0.42 0.18 -0.29
H -0.943320 -0.607794 -4.161483 -0.12 -0.12 0.43
H -1.250707 -1.872685 -1.440769 0.44 0.08 -0.30
H 1.215647 -2.099576 -1.543635 -0.25 0.23 0.18
H 1.648456 -1.029272 -3.997722 0.11 0.02 0.22
H 2.618532 -0.567411 -2.612322 -0.27 -0.05 -0.07
H 2.157512 1.490024 -3.430870 -0.42 -0.21 -0.21
H 0.659895 0.991061 -4.237698 0.06 0.17 0.38
H 0.579907 -0.857592 5.354593 0.08 0.77 -0.42
H 0.616761 -2.284406 4.318901 -0.21 0.29 0.77
H -0.751445 -2.017713 5.373750 -0.35 0.22 -0.52
F -3.063796 -0.776887 2.345657 1.26 0.18 0.53
```
Positions in Å, forces in eV/Å.

Values from the calculation:
Multiplicity = 1
Kohn-Sham gap (spin up / spin down) = 4.8 / 4.1 eV
E_LUMO (spin up / spin down) = -0.3595 / -0.3823 Eh
Total charge = +2

Here are the natural (NBO) charges for atoms 1 to 4, given in e:
1 P 1.232
2 P 0.946
3 C -0.835
4 C -0.773

Here is a molecular structure, C26H46O2P2Pt from the Open Molecules 2025 dataset. Energies are from ωB97M-V with the def2-TZVPD basis set.

Structure (XYZ):
```
77
Properties=species:S:1:pos:R:3:forces:R:3
Pt -1.352516 0.992923 -2.359939 -0.30 -2.21 4.08
C 0.527474 0.656607 3.923762 0.56 -0.65 0.47
C 1.495203 1.144896 2.974312 -0.74 0.02 0.39
C -0.484973 2.266311 2.630509 1.45 1.13 -0.86
C -0.676370 1.389972 3.722145 -0.04 -0.56 0.65
C 0.880033 2.201863 2.225776 -1.78 -0.46 0.29
C 0.763460 -0.320887 4.958848 0.95 2.58 -0.11
H 1.792445 -0.668335 4.963520 0.09 -0.18 0.11
H 0.037516 -1.359062 4.859846 -0.55 -0.71 -0.22
H 0.497954 0.088796 5.951777 -0.27 -0.63 -0.29
C -1.849044 1.340577 4.622641 -0.11 0.30 0.14
H -2.496763 0.471994 4.438251 0.24 0.17 -0.12
H -2.442936 2.259438 4.523201 0.09 -0.30 0.14
H -1.486561 1.246799 5.656225 -0.21 0.07 -0.18
C -1.518071 3.200178 2.087300 -0.29 0.07 -0.15
H -1.670015 4.131773 2.675369 0.28 -0.58 -0.19
H -2.488822 2.684241 2.068326 0.17 0.22 -0.07
H -1.257613 3.500465 1.060803 -0.17 -0.03 0.32
C 1.526946 3.061461 1.217644 0.76 0.95 -0.07
H 2.036423 3.939495 1.693459 -0.35 -0.66 -0.25
H 0.811619 3.496245 0.512255 0.07 -0.19 0.07
H 2.309798 2.534041 0.659257 -0.17 0.04 0.03
C 2.896297 0.692451 2.906109 0.34 -0.11 -0.13
H 3.495298 1.085759 3.740386 -0.14 0.06 -0.16
H 3.371580 0.985143 1.960077 -0.06 -0.06 0.44
H 2.934676 -0.397583 3.016355 0.09 0.16 -0.03
C -0.175903 -1.736444 0.783287 -3.64 0.86 -3.76
C 0.854664 -2.141709 1.516706 4.00 -0.29 1.66
C 2.081200 -2.787704 0.972636 -0.15 -0.73 0.21
C 3.293598 -1.866118 0.625821 -0.23 0.09 0.22
C 2.866508 -0.600539 -0.075822 0.40 -0.46 -1.31
C 1.902723 -0.508649 -1.014407 0.48 -0.56 0.65
C 1.029298 -1.667000 -1.522800 0.35 0.76 -0.09
C -0.295832 -1.733931 -0.721960 0.85 0.28 -0.53
H 1.834041 -3.339002 0.072345 -0.10 -0.19 0.11
H 4.047696 -2.431687 0.046640 -0.57 0.14 -0.08
H 2.426877 -3.502919 1.716309 0.05 -0.10 0.11
H -0.869712 -2.603053 -1.105004 -0.21 0.23 0.64
H -1.103910 -1.412198 1.230033 -0.09 -0.06 0.84
H 0.833514 -1.898207 2.572640 -0.13 -0.15 0.26
H -0.878534 -0.824852 -1.044361 0.27 -0.78 0.77
H 0.845906 -1.366331 -2.580393 -0.08 -0.50 0.91
H 1.763087 0.471735 -1.496858 -0.05 -0.56 0.14
H 1.501660 -2.677720 -1.574479 -0.06 1.07 0.03
H 3.835517 -1.663119 1.545967 -0.18 0.32 0.13
H 3.591463 0.207396 -0.025685 -0.32 0.19 0.30
P -1.241095 -0.972337 -3.663487 -0.39 -1.04 -2.93
P -0.517216 2.390259 -3.660322 1.45 1.28 -3.81
C -0.964062 0.051257 -5.176795 -0.08 -0.33 -0.06
C -1.437072 1.483639 -5.009488 0.51 0.70 0.23
H -1.540806 -0.482599 -5.937653 0.34 0.25 -0.34
H 0.111116 -0.025652 -5.388520 -0.29 0.12 -0.22
H -1.414875 2.092148 -5.913136 -0.25 -0.22 -0.23
H -2.418684 1.479938 -4.514743 -0.26 0.17 -0.96
C -1.271643 4.033363 -3.757484 0.23 -0.40 0.50
H -0.831168 4.672668 -3.000081 -0.13 0.22 0.13
H -2.326406 3.847270 -3.544712 0.00 0.40 -0.07
H -1.129436 4.484033 -4.735242 -0.02 -0.05 -0.16
C 1.273252 2.532831 -4.217924 -0.38 -0.20 0.88
H 1.333664 2.894548 -5.250203 -0.30 0.01 0.16
H 1.774549 1.547334 -4.173342 -0.28 0.49 0.10
H 1.804804 3.250869 -3.563367 -0.23 -0.44 -0.30
C -2.919813 -1.657291 -3.951831 -0.18 0.27 0.35
H -3.143415 -2.469228 -3.248506 0.05 0.24 -0.05
H -2.994076 -2.066686 -4.969528 0.04 0.28 0.29
H -3.635356 -0.848842 -3.801542 -0.26 -0.17 -0.08
C -0.334146 -2.523248 -4.408012 0.27 0.07 0.73
H 0.464387 -2.212702 -5.095523 -0.18 0.12 0.36
H -1.046078 -3.134365 -4.990776 0.04 0.59 0.36
H 0.109486 -3.190748 -3.660569 -0.14 0.22 -0.08
C -2.474805 -3.622382 4.185464 -0.33 -0.47 0.06
C -1.647067 -2.384299 4.074564 -0.16 0.05 0.32
O -0.538604 -2.443093 4.779509 -0.88 0.16 -0.87
O -2.058515 -1.448719 3.368111 1.16 -0.27 0.19
H -3.443192 -3.471727 3.717403 -0.02 0.05 -0.01
H -2.615230 -3.912345 5.229095 0.14 0.00 -0.13
H -1.965361 -4.437439 3.669830 0.04 -0.11 0.11
```
Positions in Å, forces in eV/Å.

Values from the calculation:
Multiplicity = 5
Kohn-Sham gap (spin up / spin down) = 5.7 / 2.8 eV
E_LUMO (spin up / spin down) = -0.2357 / -0.3664 Eh
Total charge = +2

Here are the Löwdin charges for atoms 1 to 4, given in e:
1 Pt 0.533
2 C -0.185
3 C -0.139
4 C -0.157

Here is a molecular structure, C34H39ClMgN4O2P2 from the Open Molecules 2025 dataset. Energies are from ωB97M-V with the def2-TZVPD basis set.

Structure (XYZ):
```
83
Properties=species:S:1:pos:R:3:forces:R:3
Mg 0.226454 0.130901 2.295846 -0.11 0.72 5.40
C -1.889046 2.054701 -6.225554 -0.01 -0.36 0.21
C -1.959546 0.841201 -5.665654 0.02 0.39 -0.15
C -1.136846 -0.395099 -5.918154 0.12 -0.03 -0.15
C 0.213054 -0.212199 -6.646454 -0.16 -0.01 0.04
C 1.162554 0.703301 -5.911654 0.00 0.40 0.04
C 1.232954 2.039401 -5.943954 0.02 -0.38 0.05
C 0.410554 3.037701 -6.715854 -0.15 0.01 -0.09
C -0.939646 2.552801 -7.288554 0.16 0.03 0.00
C 1.646254 0.692801 3.751846 1.22 0.85 -0.52
H -2.588646 2.802401 -5.851254 0.06 -0.10 -0.04
H -2.726946 0.704601 -4.902654 0.06 0.02 -0.11
H -1.745946 -1.122299 -6.477854 0.09 0.12 0.10
H -0.943646 -0.867799 -4.944854 0.00 0.05 -0.09
H 0.678854 -1.201299 -6.728554 -0.06 0.14 0.00
H 0.043054 0.125901 -7.670154 0.05 -0.09 0.15
H 1.862054 0.197001 -5.246154 -0.05 0.08 -0.08
H 2.000054 2.498301 -5.318854 -0.09 -0.09 -0.07
H 1.019554 3.443101 -7.539154 -0.09 -0.08 0.15
H 0.217754 3.891401 -6.050954 0.03 -0.13 -0.08
H -1.405546 3.404801 -7.797754 0.06 -0.14 0.07
H -0.770146 1.798301 -8.058854 -0.07 0.14 0.10
H 1.260154 1.488301 4.415246 0.25 -0.26 -0.25
H 2.586254 1.047601 3.281246 0.03 0.11 0.60
H 1.882354 -0.201799 4.365646 -0.25 0.40 -0.46
P 1.843154 -0.340499 0.718446 3.24 -0.83 -2.80
P -1.239646 -0.557099 0.650746 -3.24 -1.17 -2.77
N 2.867454 0.957001 0.192446 -0.48 -0.03 0.11
N 3.072554 -1.551999 1.010346 -0.82 0.13 0.13
N -1.870846 0.709101 -0.361354 0.35 -0.24 0.24
N -2.634646 -1.525299 1.019946 0.49 0.29 0.03
C 1.052654 -0.941599 -0.868154 0.54 0.18 -0.19
C -0.306146 -1.600299 -0.575354 -0.05 -0.04 0.25
C 2.654754 2.289701 0.562646 0.29 0.03 -0.48
C 3.512454 3.077001 -0.177454 -0.38 -0.20 0.31
C 4.272954 2.209601 -1.030854 -0.16 -0.54 0.08
C 3.857354 0.914301 -0.795154 -0.06 0.44 0.15
C 3.903354 -1.543599 2.132146 0.22 -0.47 -0.05
C 4.511854 -2.780399 2.225346 -0.21 0.58 -0.09
C 4.022254 -3.587399 1.147246 -0.36 0.38 -0.34
C 3.131854 -2.817899 0.423046 0.32 -0.42 0.31
C -2.118246 1.993701 0.135646 -0.10 0.09 -0.59
C -2.621146 2.764601 -0.892954 0.21 -0.20 0.51
C -2.688046 1.937401 -2.061454 0.19 -0.54 0.16
C -2.225546 0.682801 -1.714954 -0.11 0.53 0.05
C -3.700046 -1.871999 0.185746 -0.22 -0.33 0.19
C -4.466746 -2.813899 0.844646 0.34 0.43 -0.28
C -3.852246 -3.065199 2.115646 0.48 0.33 0.07
C -2.731246 -2.263899 2.203746 -0.40 -0.28 -0.09
H 1.734654 -1.609299 -1.427254 -0.45 0.44 0.12
H 0.912154 -0.023699 -1.472454 0.06 -0.35 0.23
H -0.883046 -1.775399 -1.501454 0.19 0.08 0.50
H -0.182946 -2.578999 -0.071554 -0.04 0.37 -0.17
H 1.904054 2.526101 1.320346 0.46 -0.03 -0.25
H 3.597954 4.163501 -0.107554 -0.04 -0.53 -0.02
H 5.054754 2.506801 -1.734054 -0.38 -0.16 0.35
H 4.184154 -0.041999 -1.207354 -0.11 0.46 0.19
H 3.989254 -0.644799 2.744746 -0.08 -0.44 -0.22
H 5.244954 -3.072399 2.980046 -0.38 0.16 -0.35
H 4.305254 -4.616499 0.918546 -0.15 0.48 0.10
H 2.536754 -3.057999 -0.459254 0.39 0.00 0.52
H -1.894346 2.217501 1.179946 -0.20 0.02 -0.42
H -2.903946 3.817901 -0.819654 0.15 -0.55 -0.03
H -3.032646 2.235601 -3.055454 0.20 -0.16 0.52
H -2.112046 -0.221599 -2.311954 -0.06 0.42 0.24
H -3.832246 -1.384099 -0.780454 0.04 -0.23 0.43
H -5.387446 -3.263099 0.463846 0.46 0.24 0.17
H -4.207846 -3.747699 2.891046 0.21 0.35 -0.38
H -1.986546 -2.125599 2.989246 -0.32 -0.11 -0.24
Cl -1.921246 0.028701 10.708246 0.08 -0.10 -0.45
C -1.565946 -0.316999 9.025246 0.13 -0.11 -0.59
C -0.870846 -1.479899 8.680346 -0.10 0.22 -0.19
C -0.565946 -1.746499 7.342446 -0.38 0.59 0.14
C -0.957846 -0.849799 6.330646 -0.42 0.26 0.84
C -1.663646 0.315101 6.689046 0.21 -0.50 0.53
C -1.965046 0.577501 8.028546 0.15 -0.24 -0.01
C -0.552946 -1.073299 4.925246 3.70 -1.17 -3.27
O 0.269654 -2.053099 4.621346 -3.24 2.57 1.03
O -0.813346 -0.142499 4.030746 -1.27 -1.81 1.15
H -0.553146 -2.170999 9.450846 -0.04 0.06 0.01
H -0.006646 -2.641799 7.101146 -0.05 0.12 -0.19
H -1.963746 1.036101 5.938346 0.10 -0.20 -0.07
H -2.494246 1.485101 8.291446 0.02 -0.07 0.06
```
Positions in Å, forces in eV/Å.

Values from the calculation:
Multiplicity = 1
Kohn-Sham gap = 6.4 eV
E_LUMO = -0.0316 Eh

Here are the Löwdin charges for atoms 1 to 4, given in e:
1 Mg 0.365
2 C -0.102
3 C -0.118
4 C -0.188

Here is a molecular structure, C4H9NO2 from the Open Molecules 2025 dataset. Energies are from ωB97M-V with the def2-TZVPD basis set.

Structure (XYZ):
```
16
Properties=species:S:1:pos:R:3:forces:R:3
C -1.079133 1.497886 0.010862 -0.36 0.65 -0.23
C -0.183092 0.435823 0.367499 0.23 -1.25 0.68
C -0.863235 -0.986312 0.375907 -0.50 0.78 -0.32
O -0.383432 -1.946402 1.124753 0.64 -0.31 0.37
N 1.094246 0.451814 -0.357865 -0.06 0.22 -0.04
C 2.125240 -0.374802 -0.132464 0.02 -0.23 0.17
O 2.108686 -1.368746 0.597564 -0.07 0.48 -0.29
H -1.014433 2.014539 -0.943670 0.04 -0.11 0.21
H -1.793764 1.867210 0.738140 0.17 -0.13 -0.12
H -1.653654 0.134317 -1.570812 0.09 -0.43 -0.17
H 0.014787 0.507562 1.452497 0.12 0.13 -0.12
H -1.957608 -0.968101 0.374189 0.25 0.07 -0.08
H -1.340751 -0.579193 -1.545406 -0.21 0.40 -0.19
H 0.616948 -1.877614 1.082129 -0.28 -0.08 0.07
H 1.264477 1.286928 -0.902476 0.06 -0.19 0.04
H 3.044711 -0.094915 -0.670847 -0.14 -0.01 0.04
```
Positions in Å, forces in eV/Å.

Values from the calculation:
Multiplicity = 1
Kohn-Sham gap (spin up / spin down) = 7.2 / 8.9 eV
E_LUMO (spin up / spin down) = 0.0017 / 0.0276 Eh

Here are the natural (NBO) charges for atoms 1 to 4, given in e:
1 C -0.451
2 C -0.232
3 C 0.183
4 O -0.659

Which relative energy (zero: lowest compared OMol25 entry of this formula, charge and spin) belongs to each record? In order, 101.7; 400.2; 107.8; 517.7 kJ/mol.
Which max |F| belongs to each record? In order, 2.85; 5.30; 5.44; 1.45 eV Å⁻¹.